Entry 1:
{
  "formula": "CH2F4P2S",
  "method": "wB97M-V/def2-TZVPD",
  "symbols": ["C", "F", "F", "F", "F", "P", "P", "S", "H", "H"],
  "xyz": [[0.089761, 0.250722, -0.742206], [2.004684, -0.383616, 1.025606], [2.320376, -1.204053, -1.144024], [-1.400010, -1.115560, 0.954338], [-0.441372, 0.868838, 1.753887], [1.193764, -1.313009, 0.008812], [-1.265113, 0.423272, 0.450643], [-2.937698, 1.328564, 0.180134], [-0.281420, 0.006139, -1.731072], [0.717027, 1.138701, -0.756119]],
  "forces_ev_per_a": [[-1.105, 0.110, 1.370], [0.247, 0.728, 0.140], [0.145, -0.607, 0.859], [-0.201, 1.190, -0.739], [-0.708, 0.080, -1.138], [-0.018, 0.042, -2.340], [-0.008, -0.541, 1.796], [1.279, -0.611, -0.095], [0.187, -0.381, 0.015], [0.182, -0.010, 0.132]],
  "lowdin_spin": [0.339, 0.217, 0.206, 0.024, 0.010, 1.099, 0.033, 0.046, 0.012, 0.014],
  "s_squared": 2.01,
  "de_lowest_kcal_mol": 0.0,
  "energy_ev": -41351.4817,
  "homo_energy_ha": [-0.2162, -0.3776],
  "spin_multiplicity": 3,
  "max_force_ev_per_a": 2.3,
  "gap_ev": [6.206, 6.142]
}

***

Entry 2:
{
  "formula": "C4H6N2OS",
  "method": "wB97M-V/def2-TZVPD",
  "symbols": ["C", "C", "C", "C", "H", "H", "H", "H", "H", "H", "N", "N", "O", "S"],
  "xyz": [[-1.981325, -0.524815, 2.827094], [0.625110, 0.309973, -0.329347], [1.209115, 0.294592, -2.432146], [1.846036, 1.328536, -1.850449], [-2.009876, 0.662856, 2.890253], [-1.456449, -1.451978, 3.681706], [-3.218881, -0.938747, 2.713362], [0.740058, -2.057373, -1.294658], [1.298549, 0.106028, -3.533337], [2.488186, 1.989896, -2.334207], [0.086272, 0.140077, 0.766650], [0.149248, -0.158569, -1.623506], [1.493376, 1.280800, -0.577181], [-1.269420, -0.981276, 1.095766]],
  "forces_ev_per_a": [[-1.373, -2.471, -0.105], [-3.129, -0.843, -3.051], [-1.128, 0.894, -3.016], [-1.584, -3.529, -0.937], [0.458, -2.870, 0.630], [-1.509, 3.871, -2.347], [3.852, 1.355, 0.184], [-0.995, 2.347, -0.338], [-0.448, -0.154, 1.341], [1.102, 1.260, 0.232], [-2.064, -0.830, 3.665], [3.428, -3.448, 0.753], [2.283, 2.971, 3.224], [1.107, 1.448, -0.235]],
  "mulliken_charge": [-0.728, 0.622, -0.179, -0.187, 0.273, 0.265, 0.255, 0.096, 0.310, 0.429, -0.397, -0.417, -0.376, 0.032],
  "de_lowest_kcal_mol": 218.4,
  "energy_ev": -20099.8718,
  "homo_energy_ha": -0.2901,
  "max_force_ev_per_a": 4.9,
  "gap_ev": 6.158
}

***

Q: What is the formula in the second record?
A: C4H6N2OS